Run w
This record from the OMol25 dataset describes a molecular structure, C4H3BrO. The level of theory is the ωB97M-V functional and the def2-TZVPD basis.

Geometry as XYZ:
```
9
Properties=species:S:1:pos:R:3:lowdin_charge:R:1
C -0.178 -1.020 0.057 0.009
C 0.814 -0.149 0.177 0.125
C 0.059 1.090 0.089 -0.376
C -1.181 0.116 -0.038 -0.041
O 0.186 2.260 0.083 0.196
Br 4.133 -0.635 -0.185 -0.286
H -0.284 -2.083 0.028 0.119
H -1.675 0.216 -1.004 0.129
H -1.875 0.205 0.792 0.124
```

Summary:
LUMO (alpha / beta)	-3.37 / -3.36	eV
gap between HOMO and LUMO (alpha / beta)	5.68 / 5.70	eV
HOMO energy (alpha / beta)	-9.05 / -9.06	eV

Run x
This record from the OMol25 dataset describes C4H3BrO in the gas phase. The level of theory is the ωB97M-V functional and the def2-TZVPD basis.

Geometry as XYZ:
```
9
Properties=species:S:1:pos:R:3:lowdin_charge:R:1
C 1.314 -1.651 -0.085 -0.248
C 0.789 -0.669 0.641 -0.127
C -0.331 1.690 0.305 -0.091
C 0.299 0.497 0.856 -0.246
O -0.483 1.282 1.585 0.090
Br 3.385 -0.914 -0.479 0.337
H 0.964 -2.605 -0.499 0.060
H 0.115 2.603 0.086 0.093
H -1.225 1.661 -0.367 0.134
```

Summary:
LUMO	-0.62	eV
gap between HOMO and LUMO	8.56	eV
SMILES	BrC=C=C1CO1
HOMO energy	-9.18	eV

Structures ranked by computed energy, the most stable listed first: run x, run w.

Run w
This record from the OMol25 dataset describes 2 unconnected molecules or ions with the total composition C3H8NO. The level of theory is the ωB97M-V functional and the def2-TZVPD basis.

Geometry as XYZ:
```
13
Properties=species:S:1:pos:R:3:mulliken_spin:R:1
C -1.779 -1.749 0.342 0.799
N -2.603 -0.655 0.516 0.196
H -0.875 -1.754 0.915 -0.015
H -1.822 -2.315 -0.561 0.028
H -3.532 -0.623 0.141 -0.005
H -2.356 -0.034 1.260 -0.010
O 0.775 -0.102 -0.091 0.010
C 1.699 0.478 -0.605 -0.002
C 2.035 1.897 -0.244 0.000
H 2.158 0.059 -1.518 -0.001
H 2.956 2.255 -0.703 0.000
H 1.207 2.566 -0.483 0.000
H 2.150 2.045 0.834 0.000
```

Summary:
LUMO (alpha / beta)	1.02 / 1.02	eV
gap between HOMO and LUMO (alpha / beta)	6.76 / 10.98	eV
multiplicity	2
HOMO energy (alpha / beta)	-5.73 / -9.96	eV

Run x
This record from the OMol25 dataset describes C3H8NO in the gas phase. The level of theory is the ωB97M-V functional and the def2-TZVPD basis.

Geometry as XYZ:
```
13
Properties=species:S:1:pos:R:3:mulliken_spin:R:1
C 0.016 0.481 -0.494 -0.007
N -0.007 -0.860 0.178 0.065
C 1.359 -1.145 0.819 -0.008
O 1.312 -1.019 2.147 0.841
C -1.369 0.993 -0.832 -0.002
H 0.655 0.318 -1.385 0.006
H 0.401 1.266 0.218 0.000
H -0.671 -0.855 0.958 -0.005
H 1.443 -2.199 0.503 0.044
H 2.013 -0.335 0.486 0.066
H -1.890 0.465 -1.688 0.000
H -1.855 0.848 0.072 0.000
H -1.408 2.044 -0.981 0.000
```

Summary:
LUMO (alpha / beta)	1.16 / -1.70	eV
gap between HOMO and LUMO (alpha / beta)	10.50 / 7.53	eV
multiplicity	2
HOMO energy (alpha / beta)	-9.34 / -9.24	eV

Structures ranked by computed energy, the most stable listed first: run w, run x.

Run w
This record from the OMol25 dataset describes a molecular structure, C7H14Si. The level of theory is the ωB97M-V functional and the def2-TZVPD basis.

Geometry as XYZ:
```
22
Properties=species:S:1:pos:R:3:lowdin_charge:R:1
C 2.901 -1.282 0.594 0.033
C 0.172 -1.447 2.094 0.136
C 1.813 -1.000 -0.157 -0.295
C 0.549 -0.685 0.317 -0.166
C -2.542 -0.323 -0.034 -0.192
C -0.199 0.583 -2.134 -0.202
C -0.562 2.350 0.361 -0.195
Si -0.808 0.499 -0.258 0.586
H 3.760 -1.545 0.160 0.012
H 2.613 -1.248 1.646 0.053
H -0.734 -1.106 2.438 -0.051
H 0.665 -2.276 2.476 -0.023
H 2.040 -1.005 -1.251 0.101
H -3.244 0.523 0.130 0.021
H -2.853 -0.660 -1.092 0.050
H -2.527 -1.159 0.684 0.016
H -0.782 0.784 -3.015 0.002
H 0.603 1.270 -2.334 0.005
H 0.306 -0.473 -2.292 0.044
H -0.011 3.041 -0.329 0.031
H -1.397 2.894 0.886 0.031
H 0.234 2.265 1.110 0.003
```

Summary:
LUMO (alpha / beta)	0.12 / -0.42	eV
gap between HOMO and LUMO (alpha / beta)	8.07 / 8.22	eV
HOMO energy (alpha / beta)	-7.95 / -8.63	eV

Run x
This record from the OMol25 dataset describes 2 unconnected molecules or ions with the total composition C7H14Si. The level of theory is the ωB97M-V functional and the def2-TZVPD basis.

Geometry as XYZ:
```
22
Properties=species:S:1:pos:R:3:lowdin_charge:R:1
C 0.465 -1.780 -0.246 -0.373
C 0.639 -0.517 -0.193 -0.068
C 1.128 -3.032 -0.380 -0.159
C -0.111 -2.984 0.408 -0.116
C -1.544 0.893 1.359 -0.180
C -0.946 1.581 -1.749 -0.202
C 1.006 2.444 0.662 -0.183
Si -0.221 1.191 -0.012 0.485
H 2.233 0.256 -1.236 0.135
H 1.167 -3.637 -1.354 0.139
H 1.955 -3.426 0.232 0.116
H -0.088 -2.911 1.501 0.111
H -1.056 -3.474 -0.019 0.131
H -2.666 1.241 1.421 0.073
H -1.536 -0.227 1.497 0.025
H -0.971 1.239 2.143 -0.039
H -1.319 0.661 -2.095 -0.017
H -1.694 2.416 -1.785 0.033
H -0.129 1.927 -2.542 0.070
H 0.954 2.632 1.684 0.003
H 2.054 2.209 0.501 0.024
H 0.680 3.298 0.205 -0.009
```

Summary:
LUMO (alpha / beta)	0.15 / 0.14	eV
gap between HOMO and LUMO (alpha / beta)	8.54 / 8.40	eV
HOMO energy (alpha / beta)	-8.39 / -8.26	eV

Structures ranked by computed energy, the most stable listed first: run w, run x.

Run w
This record from the OMol25 dataset describes 3 unconnected molecules or ions with the total composition C3H11NO4. The level of theory is the ωB97M-V functional and the def2-TZVPD basis.

Geometry as XYZ:
```
19
Properties=species:S:1:pos:R:3:lowdin_charge:R:1
O 2.700 0.556 0.002 0.057
C 1.687 -0.057 0.221 -0.232
C 0.452 0.593 0.831 -0.345
C -0.330 -0.450 1.684 -0.160
O -1.055 -1.224 0.696 -0.125
N -0.302 1.075 -0.320 0.048
H 1.505 -0.973 -0.349 0.128
H 0.776 1.515 1.375 0.157
H 0.265 -1.210 2.221 0.128
H -0.994 0.157 2.327 0.123
H -1.995 -1.375 0.830 0.080
H -0.957 1.806 -0.053 0.083
H -0.920 0.392 -0.726 0.063
H 1.351 3.345 -3.156 0.028
H 2.641 3.030 -2.447 0.029
O 2.265 3.639 -3.094 -0.064
H -1.628 -3.204 -0.150 0.025
H -3.132 -3.913 -0.178 0.032
O -2.329 -3.702 0.286 -0.054
```

Summary:
LUMO	0.38	eV
gap between HOMO and LUMO	9.93	eV
SMILES	N[C@H](C=O)CO.O.O
HOMO energy	-9.55	eV

Run x
This record from the OMol25 dataset describes 3 unconnected molecules or ions with the total composition C3H11NO4. The level of theory is the ωB97M-V functional and the def2-TZVPD basis.

Geometry as XYZ:
```
19
Properties=species:S:1:pos:R:3:lowdin_charge:R:1
O -1.092 -2.144 0.414 0.125
C -0.739 -1.096 -0.045 -0.481
O -0.514 -0.891 -1.378 0.066
C -0.555 0.215 0.727 -0.381
C 0.912 0.594 0.532 -0.086
N -1.513 1.160 0.251 0.060
H -0.955 -1.582 -1.896 0.138
H -0.653 0.020 1.802 0.144
H 1.533 -0.177 0.049 0.083
H 0.891 1.529 -0.078 0.083
H 1.392 0.927 1.473 0.082
H -1.744 1.926 0.866 0.083
H -1.395 1.482 -0.707 0.070
H 0.598 -1.679 1.914 0.018
H 2.047 -2.110 2.421 0.054
O 1.494 -1.391 2.110 -0.048
H 0.825 1.367 -2.688 0.034
H -0.421 0.464 -2.873 0.019
O -0.113 1.387 -2.893 -0.065
```

Summary:
LUMO	0.48	eV
gap between HOMO and LUMO	9.68	eV
SMILES	C[C@@H](N)C(=O)O.O.O
HOMO energy	-9.21	eV

Structures ranked by computed energy, the most stable listed first: run x, run w.

Run w
This record from the OMol25 dataset describes 5 unconnected molecules or ions with the total composition C3H11NO4. The level of theory is the ωB97M-V functional and the def2-TZVPD basis.

Geometry as XYZ:
```
19
Properties=species:S:1:pos:R:3:lowdin_charge:R:1
O -1.425 -0.909 -0.805 -0.036
C -1.517 -1.208 0.453 -0.273
N 1.954 -0.399 1.663 0.131
C 1.796 0.813 1.186 -0.004
O 2.045 0.953 -1.592 -0.259
C -1.982 -0.429 1.473 0.189
H 1.873 -1.007 0.849 0.023
H 1.151 1.485 1.767 0.089
H 2.231 1.152 0.213 0.058
H 2.463 1.216 -2.451 0.012
H -1.195 -2.280 0.741 0.148
H -2.071 -0.827 2.479 0.085
H -2.240 0.574 1.289 0.059
H 0.496 -1.322 -1.085 -0.040
H 1.662 -0.523 -1.423 -0.019
O 1.418 -1.445 -1.068 -0.071
H -2.492 1.930 -1.800 0.044
H -1.937 0.608 -0.990 0.021
O -2.231 1.618 -0.898 -0.157
```

Summary:
LUMO	-5.39	eV
gap between HOMO and LUMO	3.48	eV
HOMO energy	-8.88	eV

Run x
This record from the OMol25 dataset describes a molecular structure, C3H11NO4. The level of theory is the ωB97M-V functional and the def2-TZVPD basis.

Geometry as XYZ:
```
19
Properties=species:S:1:pos:R:3:lowdin_charge:R:1
H 1.485 0.585 0.917 0.102
O 1.581 0.140 2.119 0.041
O 1.279 1.241 -0.118 -0.020
H 0.893 0.614 2.612 0.073
H 1.251 -0.828 2.123 0.159
C 0.952 0.639 -1.217 -0.612
O 0.519 1.241 -2.175 0.056
C 0.826 -0.932 -1.258 -0.135
H 0.777 -1.221 -2.323 0.112
N -0.388 -1.096 -0.453 -0.133
H -0.572 -2.097 -0.290 0.113
H 1.643 -1.555 -0.796 0.121
C -1.622 -0.456 -0.903 -0.123
H -2.303 -0.538 -0.078 0.063
H -1.468 0.639 -0.988 0.084
H -2.155 -0.878 -1.727 0.071
O -0.797 1.255 1.833 -0.075
H -0.238 1.641 1.102 0.053
H -1.663 1.604 1.620 0.050
```

Summary:
LUMO	0.25	eV
gap between HOMO and LUMO	9.30	eV
HOMO energy	-9.04	eV

Structures ranked by computed energy, the most stable listed first: run x, run w.

Run w
This record from the OMol25 dataset describes C4H8BrN in the gas phase. The level of theory is the ωB97M-V functional and the def2-TZVPD basis.

Geometry as XYZ:
```
14
Properties=species:S:1:pos:R:3:mulliken_spin:R:1
C -1.191 0.464 -0.170 0.737
C 0.251 -1.245 0.702 0.093
C 1.311 0.501 -0.675 0.007
C -0.007 -0.227 -0.434 -0.015
N -1.076 1.918 0.434 1.004
Br -2.872 -0.411 -0.224 0.117
H 1.221 -1.451 0.770 -0.009
H -0.030 -0.868 1.721 0.000
H -0.382 -2.182 0.549 -0.006
H 1.922 0.366 0.212 -0.001
H 1.085 1.543 -0.724 0.013
H 1.838 0.222 -1.573 -0.001
H -0.181 -0.930 -1.309 0.042
H -1.889 2.301 0.721 0.019
```

Summary:
LUMO (alpha / beta)	0.80 / -2.81	eV
gap between HOMO and LUMO (alpha / beta)	7.63 / 6.77	eV
multiplicity	3
HOMO energy (alpha / beta)	-6.82 / -9.58	eV

Run x
This record from the OMol25 dataset describes C4H8BrN in the gas phase. The level of theory is the ωB97M-V functional and the def2-TZVPD basis.

Geometry as XYZ:
```
14
Properties=species:S:1:pos:R:3:mulliken_spin:R:1
C 0.470 -0.319 -1.001 0.127
C -0.615 -1.031 -0.313 -0.003
C 0.864 1.044 -0.715 0.040
C -0.896 -0.399 1.182 0.072
N -0.869 -0.357 -1.536 0.901
Br -1.628 -1.712 -2.964 0.891
H 1.205 -0.909 -1.440 -0.014
H -0.544 -2.085 -0.291 -0.005
H 1.570 1.449 -1.411 0.002
H 1.101 1.076 0.353 -0.003
H -0.013 1.686 -0.926 -0.002
H -2.009 -0.288 1.199 -0.004
H -0.408 0.613 1.325 -0.003
H -0.702 -1.251 1.886 0.001
```

Summary:
LUMO (alpha / beta)	1.02 / -2.66	eV
gap between HOMO and LUMO (alpha / beta)	8.28 / 6.94	eV
multiplicity	3
HOMO energy (alpha / beta)	-7.26 / -9.60	eV

Structures ranked by computed energy, the most stable listed first: run x, run w.

Run w
This record from the OMol25 dataset describes a gas-phase ion, C4H7ClP (charge +1). The level of theory is the ωB97M-V functional and the def2-TZVPD basis.

Geometry as XYZ:
```
13
Properties=species:S:1:pos:R:3:lowdin_charge:R:1
C -0.383 0.122 1.727 -0.031
C -0.179 0.794 -0.434 -0.058
C 0.742 1.795 -0.228 -0.130
C -1.393 -2.051 -0.320 -0.118
P -1.340 -0.272 0.417 0.323
Cl -2.860 0.674 -0.402 0.484
H -0.399 1.079 2.255 0.031
H 0.440 2.640 -0.953 0.166
H 1.698 1.528 -0.532 0.107
H 0.702 2.174 0.805 0.094
H -0.566 -2.786 -0.155 0.098
H -1.445 -1.901 -1.308 -0.002
H -2.285 -2.377 0.145 0.035
```

Summary:
charge	+1
LUMO (alpha / beta)	-6.74 / -6.47	eV
gap between HOMO and LUMO (alpha / beta)	7.57 / 7.63	eV
HOMO energy (alpha / beta)	-14.32 / -14.10	eV

Run x
This record from the OMol25 dataset describes a molecular structure, C4H7ClP. The level of theory is the ωB97M-V functional and the def2-TZVPD basis.

Geometry as XYZ:
```
13
Properties=species:S:1:pos:R:3:lowdin_charge:R:1
C 1.033 -0.229 -1.261 0.242
C 0.882 -0.729 -0.133 -0.351
C 1.296 -1.870 0.665 -0.065
C -1.132 1.933 -0.058 -0.357
P -1.061 0.220 0.715 0.690
Cl -2.633 -0.679 -0.037 0.345
H 1.227 0.545 -1.914 0.064
H 0.760 -2.801 0.334 0.142
H 1.153 -1.708 1.643 0.042
H 2.292 -1.889 0.437 0.074
H -1.201 2.096 -1.170 0.072
H -0.552 2.727 0.505 0.073
H -2.066 2.382 0.272 0.030
```

Summary:
charge	+1
LUMO	-6.44	eV
gap between HOMO and LUMO	8.30	eV
HOMO energy	-14.74	eV

Structures ranked by computed energy, the most stable listed first: run x, run w.

Run w
This record from the OMol25 dataset describes a molecular structure, ClH2O2PS2. The level of theory is the ωB97M-V functional and the def2-TZVPD basis.

Geometry as XYZ:
```
8
Properties=species:S:1:pos:R:3:lowdin_charge:R:1
O -0.140 -1.126 -0.936 -0.603
O 0.279 1.114 -2.287 -0.409
P -0.332 -0.636 1.409 0.498
S -0.292 1.284 0.476 0.343
S 0.497 0.346 -1.113 -0.013
Cl 2.445 0.343 -0.864 0.408
H -1.558 -1.249 0.782 -0.046
H -0.898 -0.077 2.533 -0.178
```

Summary:
LUMO	-0.63	eV
gap between HOMO and LUMO	9.08	eV
HOMO energy	-9.71	eV

Run x
This record from the OMol25 dataset describes a molecular structure, ClH2O2PS2. The level of theory is the ωB97M-V functional and the def2-TZVPD basis.

Geometry as XYZ:
```
8
Properties=species:S:1:pos:R:3:lowdin_charge:R:1
O -0.740 -0.419 1.545 -0.338
O 1.705 0.062 1.348 -0.354
P 0.320 0.824 1.540 0.515
S -0.129 1.586 -0.512 0.168
S -1.293 -0.581 -3.628 -0.009
Cl 0.043 -0.441 -2.221 -0.074
H -1.571 -0.295 1.180 0.002
H 1.665 -0.736 0.749 0.090
```

Summary:
LUMO (alpha / beta)	-3.36 / -3.36	eV
gap between HOMO and LUMO (alpha / beta)	5.50 / 5.50	eV
HOMO energy (alpha / beta)	-8.86 / -8.86	eV

Structures ranked by computed energy, the most stable listed first: run x, run w.